P) One molecule with the formula C3H3IN2O, computed with ωB97M-V/def2-TZVPD.

Results
Structure (SMILES): O[C@H]1C=NN=C1I
Total charge: 0
Kohn-Sham gap, hartree: 0.3536
HOMO, eV: -9.79

The geometry in XYZ format:
```
10
C3H3IN2O (ωB97M-V/def2-TZVPD)
C -0.361 0.106 -0.042
C 0.523 1.317 -0.165
C -1.696 0.918 -0.036
N -0.136 2.409 -0.106
N -1.491 2.168 -0.020
O -0.055 -1.026 -0.842
I -3.536 -0.031 -0.050
H -0.273 -0.154 1.035
H 1.592 1.321 -0.223
H -0.688 -1.730 -0.653
```



Q) A 2-piece molecular cluster, C3H3IN2O overall, computed with ωB97M-V/def2-TZVPD.

Results
Total charge: 0
Kohn-Sham gap (alpha / beta), hartree: 0.3169 / 0.1770
HOMO (alpha / beta), eV: -10.03 / -8.74

The geometry in XYZ format:
```
10
C3H3IN2O (ωB97M-V/def2-TZVPD)
C -0.582 -0.031 0.044
C 0.527 0.660 -0.022
C -1.475 0.294 -1.134
N 0.418 1.401 -1.181
N -0.639 1.196 -1.939
O -2.604 0.011 -1.414
I 2.183 3.175 2.573
H -0.819 -0.698 0.930
H 1.433 0.946 0.495
H 1.019 2.177 -1.129
```



Of them, Q) has the lowest stability.